Density functional theory data (the ωB97M-V functional and the def2-TZVPD basis) for a structure of composition C16H17BrMoNO5 at a distorted geometry.

CARTESIAN COORDINATES (ANGSTROEM)
Mo 0.052 1.209 2.007
C -4.430 -2.192 0.911
C -3.302 -1.772 1.808
C -3.045 -2.402 3.028
C -1.993 -2.010 3.843
C -1.239 -0.953 3.372
Br 0.279 -0.246 4.280
N -1.464 -0.329 2.225
C -2.468 -0.730 1.438
H -4.984 -3.025 1.340
H -4.053 -2.499 -0.065
H -5.125 -1.367 0.753
H -3.676 -3.222 3.346
H -1.775 -2.495 4.782
H -2.590 -0.192 0.506
C 3.581 2.933 0.522
C 3.065 1.597 0.919
C 3.736 0.319 0.551
O 2.038 1.542 1.605
H 4.474 2.872 -0.092
H 3.792 3.514 1.423
H 2.788 3.460 -0.013
H 4.660 0.462 -0.002
H 3.019 -0.268 -0.031
H 3.939 -0.244 1.464
O -0.796 2.470 2.584
O 1.562 -1.540 -1.904
C 0.908 -0.611 -2.642
C 0.895 -0.679 -4.034
C 0.255 0.291 -4.782
C -0.384 1.359 -4.162
C -0.375 1.432 -2.783
C 0.253 0.454 -2.003
C 0.200 0.594 -0.537
O 0.569 -0.309 0.273
O -0.240 1.687 -0.028
H 1.954 -2.189 -2.501
H 1.402 -1.503 -4.523
H 0.261 0.214 -5.861
H -0.879 2.119 -4.749
H -0.863 2.249 -2.268

- HOMO energy (eV) = -11.02
- LUMO level (eV) = -3.32
- net charge = +1
- DFT total energy (eV) = -100489.8602
- energy relative to the best compared isomer or geometry (same formula, charge and spin) (kJ/mol) = 21.9
- F_max (eV/A) = 1.2

Atomic partial charges in e from the Mulliken method, atoms 1 to 2: Mo 1.27; C -1.38

Density functional theory data (the ωB97M-V functional and the def2-TZVPD basis) for a structure of composition C16H17BrN6O3PdS.

CARTESIAN COORDINATES (ANGSTROEM)
Pd -1.602 0.760 0.468
N -5.830 0.475 0.210
C -4.531 0.817 0.250
S -3.378 -0.353 -0.341
N -4.242 2.017 0.710
N -2.900 2.242 0.718
C -2.465 3.420 0.963
C -1.021 3.593 1.070
C -0.453 4.842 1.261
C 0.926 4.939 1.370
C 1.682 3.785 1.291
C 1.040 2.568 1.100
N -0.279 2.468 0.988
H -6.106 -0.417 -0.153
H -6.525 1.163 0.438
H -3.158 4.235 1.136
H -1.089 5.714 1.322
H 1.397 5.902 1.518
H 2.758 3.807 1.380
H 1.591 1.639 1.032
Br 2.922 -4.795 -1.450
C 1.713 -4.436 -0.033
C 1.434 -5.417 0.904
N 0.598 -5.213 1.915
C 0.028 -4.016 2.023
C 0.246 -2.979 1.125
C 1.107 -3.200 0.062
C -0.433 -1.646 1.316
O -0.824 -1.307 2.422
O -0.523 -0.953 0.226
H 1.899 -6.394 0.834
H -0.637 -3.858 2.863
H 1.281 -2.421 -0.663
C 0.852 -0.063 -2.531
N 2.188 -0.553 -2.221
C 2.935 -1.245 -3.249
C 2.679 -0.384 -0.981
O 2.073 0.140 -0.064
H 0.724 -0.065 -3.612
H 0.733 0.953 -2.155
H 0.086 -0.685 -2.064
H 2.373 -2.103 -3.622
H 3.872 -1.612 -2.832
H 3.158 -0.580 -4.086
H 3.699 -0.786 -0.862

- HOMO energy (eV) = -8.31
- LUMO level (eV) = -0.74
- net charge = 0
- DFT total energy (eV) = -116309.5898
- energy relative to the best compared isomer or geometry (same formula, charge and spin) (kJ/mol) = 32.3
- F_max (eV/A) = 0.3

Atomic partial charges in e from the Mulliken method, atoms 1 to 2: Pd 0.32; N -0.38

Density functional theory data (the ωB97M-V functional and the def2-TZVPD basis) for a structure of composition C16H17Cl2F5O2PbS at a distorted geometry.

CARTESIAN COORDINATES (ANGSTROEM)
C -0.721 0.685 -2.704
C -1.553 -0.414 -2.445
C -0.711 -1.541 -2.155
C -3.030 -0.408 -2.374
C 0.630 -1.124 -2.274
C 0.645 0.259 -2.634
C 1.841 1.084 -2.873
C -1.184 2.066 -2.954
C -1.201 -2.867 -1.713
C 1.832 -1.953 -2.036
Pb 1.914 2.500 1.145
Cl -2.494 0.225 0.508
Cl 0.023 4.360 0.360
O 1.744 0.365 0.299
H -3.382 0.550 -1.983
H -3.378 -1.163 -1.660
H -3.493 -0.598 -3.350
H -1.807 -2.787 -0.796
H -0.352 -3.524 -1.499
H -1.820 -3.347 -2.483
H 1.536 -2.923 -1.634
H 2.486 -1.465 -1.305
H 2.399 -2.122 -2.958
H 2.655 0.759 -2.223
H 1.656 2.129 -2.627
H 2.171 1.022 -3.916
H -1.979 2.338 -2.235
H -1.590 2.181 -3.977
H -0.366 2.794 -2.816
H 1.026 -0.206 0.650
O 2.917 2.937 -0.551
H 2.560 3.789 -0.866
F 0.092 -0.606 8.097
C 0.123 -0.945 6.781
C 0.384 0.022 5.817
F 0.616 1.300 6.187
C 0.430 -0.360 4.474
F 0.745 0.539 3.529
C 0.202 -1.689 4.069
S 0.201 -2.051 2.433
C -0.039 -2.657 5.108
F -0.239 -3.929 4.734
C -0.080 -2.299 6.424
F -0.321 -3.190 7.388

- HOMO energy (spin up / spin down) (eV) = -0.94 / -0.94
- LUMO level (spin up / spin down) (eV) = 2.18 / 2.16
- net charge = -2
- DFT total energy (eV) = -75677.2243
- energy relative to the best compared isomer or geometry (same formula, charge and spin) (kJ/mol) = 95.5
- F_max (eV/A) = 4.7

Atomic partial charges in e from the Mulliken method, atoms 1 to 2: C 0.36; C 0.74